1.
12
Properties=species:S:1:pos:R:3 method="wB97M-V/def2-TZVPD" charge=0 largest_force_ev_per_a=0.47 homo_energy_ev=-7.9 energy_ha=-302.5534 spin_multiplicity=1
O -2.49732 -0.13947 0.16131
C -1.29021 -0.10113 0.11252
N -0.36087 -0.46834 1.01930
C 1.01253 -0.44519 0.49477
C 1.00655 0.59234 -0.62485
N -0.54065 0.43719 -1.01374
H -0.65633 -1.01281 1.81509
H 1.28117 -1.45243 0.14255
H 1.72209 -0.16418 1.27835
H 1.11375 1.60420 -0.22000
H 0.19816 -0.05776 -1.66752
H -0.98886 1.20758 -1.49778

=====

2.
23
Properties=species:S:1:pos:R:3 method="wB97M-V/def2-TZVPD" charge=0 largest_force_ev_per_a=3.88 homo_energy_ev=-9.1 energy_ha=-442.5897 spin_multiplicity=1
N -0.33991 -0.05584 -0.93128
O -0.81531 -0.93231 1.23117
C -1.03286 -0.80737 -0.12448
C -3.07991 -2.24070 -0.01627
C -2.19546 -1.47669 -0.75183
C 0.41885 2.13429 -0.08450
C 1.86766 0.57303 -1.52581
C 0.28969 -0.22461 1.81973
C 1.38934 -0.01227 0.82217
C 0.79470 0.68620 -0.41105
H -3.90482 -2.71399 -0.58521
H -3.11849 -2.33277 1.07794
H -2.26565 -1.37999 -1.82493
H 1.26330 2.67924 0.31892
H -0.38391 2.21831 0.66450
H 0.10021 2.63343 -1.02963
H 1.95078 -0.46334 -1.83549
H 1.61388 1.17816 -2.39243
H 2.84778 0.91401 -1.13611
H 0.69529 -0.80216 2.67141
H -0.11684 0.73591 2.19195
H 2.15117 0.64994 1.28902
H 1.87051 -0.96049 0.56221

=====

3.
6
Properties=species:S:1:pos:R:3 method="wB97M-V/def2-TZVPD" charge=0 largest_force_ev_per_a=4.21 homo_energy_ev=-10.5 energy_ha=-1286.4344 spin_multiplicity=1
O -0.46638 -0.10944 -0.59585
Si 0.14593 0.56068 0.74018
Cl 0.77149 2.74771 0.00891
Cl -1.33700 0.93433 2.01431
H -1.37691 0.10616 -0.92381
H 1.51722 0.23529 1.20164

=====

4.
167
Properties=species:S:1:pos:R:3 method="wB97M-V/def2-TZVPD" charge=-1 largest_force_ev_per_a=1.71 homo_energy_ev="-5.5 / -5.5" energy_ha=-6232.5220 spin_multiplicity=2
C 1.75048 2.88999 -1.51001
C 0.36893 3.54094 -1.59339
C -0.77652 2.61753 -1.20828
C -1.02986 1.45991 -2.18095
N -0.85121 1.85761 -3.59464
C -1.81790 2.91139 -3.96964
C -1.50899 3.52144 -5.32525
C -2.60700 4.46344 -5.87702
C -3.98155 4.45003 -5.19878
C -4.18401 5.29530 -3.89517
C -2.87443 6.12474 -3.60579
O -2.09300 5.63449 -2.75888
O -2.73298 7.18660 -4.29615
C -5.37723 6.22000 -4.13849
C -6.02005 6.91937 -2.94004
C -5.21497 8.13578 -2.47402
C -7.41573 7.41694 -3.37649
N -6.24541 5.96041 -1.82281
O -6.85536 6.45327 -0.81582
C -5.18697 4.97493 -1.47984
C -4.14720 5.59558 -0.54301
C -5.87167 3.83073 -0.71195
C -4.58150 4.36577 -2.74815
C -0.83777 0.75026 -4.43402
S 0.44195 -0.24638 -4.53243
S -2.27482 0.39407 -5.50003
C -3.31134 -0.66877 -4.45653
C -4.20919 0.02631 -3.42737
C -5.63554 0.28434 -3.92820
H 1.87873 2.38290 -0.55307
H 1.88866 2.18958 -2.33498
H 2.50188 3.67692 -1.59617
H 0.21582 3.96285 -2.58418
H 0.34042 4.39498 -0.91269
H -1.68396 3.22077 -1.11779
H -0.60152 2.18571 -0.21859
H -2.03281 1.05410 -2.00818
H -0.32276 0.65410 -1.98175
H -2.83447 2.51977 -3.89597
H -1.72360 3.70954 -3.23920
H -1.26705 2.75311 -6.06358
H -0.59189 4.10352 -5.20327
H -2.77376 4.18555 -6.92287
H -2.23439 5.48567 -5.90126
H -4.28248 3.41440 -5.00797
H -4.68954 4.82011 -5.94447
H -5.10303 6.98831 -4.86260
H -6.16241 5.60848 -4.60531
H -4.15926 7.92678 -2.32991
H -5.26803 8.88055 -3.27055
H -5.67369 8.55783 -1.58079
H -8.19068 6.74393 -3.01335
H -7.47486 7.46943 -4.46337
H -7.62960 8.40562 -2.97213
H -3.43727 4.81508 -0.26569
H -4.65203 5.93543 0.36164
H -3.58978 6.41086 -0.98784
H -5.30182 2.91045 -0.85936
H -6.87954 3.66270 -1.08978
H -5.90848 4.02699 0.35764
H -5.34355 3.68346 -3.15492
H -3.74142 3.75377 -2.42115
H -2.66630 -1.41619 -3.99476
H -3.92935 -1.18322 -5.19386
H -4.24504 -0.59527 -2.52967
H -3.78365 0.98128 -3.12845
H -6.33709 0.30014 -3.09456
H -5.95424 -0.46265 -4.65480
H -5.70689 1.26903 -4.39330
C 8.34159 1.13842 -0.19882
C 7.12469 1.73033 -0.87395
O 6.04246 0.77411 -0.93733
C 5.34467 0.61341 0.17247
O 5.49348 1.16716 1.22071
C 4.22502 -0.42754 -0.06490
F 4.69732 -1.51279 -0.68858
F 3.25164 0.09922 -0.80209
F 3.71138 -0.81467 1.10506
H 8.64938 0.22277 -0.70448
H 9.16385 1.85259 -0.23455
H 8.13438 0.90230 0.84392
H 7.33418 1.97809 -1.91166
H 6.78267 2.63440 -0.37155
C 3.72238 -3.65501 2.88604
C 3.21391 -3.15274 4.21455
O 3.43962 -4.14952 5.24879
C 4.65651 -4.21194 5.74770
O 5.60207 -3.52491 5.50217
C 4.71713 -5.34942 6.79492
F 4.15799 -6.47330 6.31456
F 4.05952 -5.00136 7.90514
F 5.97666 -5.62492 7.11818
H 3.26654 -4.61730 2.65234
H 3.48133 -2.95283 2.09240
H 4.80340 -3.79056 2.90762
H 2.13648 -3.00996 4.20544
H 3.67917 -2.21308 4.50838
C 2.16900 -8.89000 6.91726
C 0.98042 -8.21443 6.27520
O -0.10536 -9.14801 6.04896
C -0.85160 -9.43849 7.09485
O -0.74721 -9.01966 8.21113
C -1.97503 -10.41965 6.68011
F -1.49576 -11.42171 5.93994
F -2.89743 -9.76754 5.96216
F -2.56012 -10.93014 7.75714
H 2.49906 -9.73701 6.31488
H 2.98219 -8.17164 6.99413
H 1.92436 -9.25573 7.91373
H 1.22302 -7.83957 5.28391
H 0.61146 -7.38497 6.87737
C 4.16161 7.69192 -3.85357
C 3.69177 8.19683 -2.50950
O 4.02687 7.26499 -1.45302
C 5.26058 7.29159 -0.99331
O 6.16398 8.00324 -1.32257
C 5.38682 6.23570 0.13199
F 4.84711 5.07912 -0.25636
F 4.74489 6.66178 1.22595
F 6.66162 6.02448 0.45022
H 3.74765 6.70352 -4.05198
H 3.82493 8.37222 -4.63508
H 5.24879 7.62901 -3.89218
H 2.60788 8.26704 -2.47091
H 4.11511 9.17097 -2.26704
C -0.77199 -6.41169 10.90568
C -1.28147 -7.74284 11.40703
O -1.16903 -7.84410 12.84853
C -2.10943 -7.24013 13.55008
O -3.05068 -6.62560 13.14506
C -1.85656 -7.47212 15.05969
F -0.57785 -7.25366 15.38062
F -2.15663 -8.73939 15.37764
F -2.61809 -6.66452 15.78725
H 0.25455 -6.24809 11.23492
H -0.79745 -6.40511 9.81658
H -1.38546 -5.59046 11.27411
H -0.67815 -8.56118 11.02409
H -2.31604 -7.91621 11.11539
C -1.33234 1.22180 -9.35430
C -2.80356 1.25482 -9.01335
O -3.54037 2.11259 -9.92288
C -3.84540 1.59557 -11.09390
O -3.60240 0.49904 -11.50653
C -4.64944 2.62771 -11.92206
F -4.08188 3.83534 -11.88861
F -5.89202 2.73316 -11.43106
F -4.73398 2.23820 -13.19123
H -0.92320 2.23256 -9.36088
H -0.80442 0.63394 -8.60335
H -1.16268 0.77391 -10.33315
H -2.95968 1.69223 -8.03063
H -3.24642 0.25988 -9.02454
C 8.12896 -8.00374 3.93358
C 6.71712 -7.87297 4.45611
O 5.82560 -7.35328 3.44058
C 5.39626 -8.22605 2.54458
O 5.64417 -9.39283 2.48273
C 4.44902 -7.51364 1.54897
F 4.97184 -6.35753 1.13524
F 3.28104 -7.25321 2.16018
F 4.21143 -8.27986 0.49604
H 8.48234 -7.04610 3.55135
H 8.78847 -8.32220 4.74041
H 8.18430 -8.73843 3.13152
H 6.66085 -7.14858 5.26337
H 6.32627 -8.82453 4.81521